[1]
One molecule with the formula C18H31NO2. Source: the OMol25 dataset; level of theory: wB97M-V/def2-TZVPD.

```
52
C18H31NO2, DFT wB97M-V/def2-TZVPD
C -5.992 -0.268 1.864
C -5.584 -0.968 0.573
C -4.990 -0.017 -0.467
C -3.637 0.557 -0.056
C -3.038 1.431 -1.155
H -3.697 2.280 -1.348
H -2.952 0.853 -2.077
C -1.653 1.956 -0.776
N -0.729 0.861 -0.756
C 0.512 0.968 -0.448
C 1.338 -0.234 -0.476
C 0.749 -1.465 -0.733
O -0.526 -1.586 -1.007
H -0.929 -0.636 -0.985
C 1.467 -2.775 -0.711
H 0.872 -3.488 -1.285
C 1.617 -3.287 0.729
C 2.280 -4.657 0.752
H 1.691 -5.380 0.191
H 2.378 -5.012 1.775
H 3.272 -4.600 0.311
H 0.631 -3.343 1.196
H 2.228 -2.579 1.290
H 2.460 -2.676 -1.148
C 2.783 -0.119 -0.294
O 3.540 -1.065 -0.171
C 3.338 1.291 -0.300
H 4.371 1.250 0.051
C 2.495 2.227 0.564
C 1.106 2.297 -0.066
H 0.414 2.799 0.617
H 1.145 2.907 -0.977
C 2.402 1.684 1.992
H 3.397 1.554 2.412
H 1.850 2.374 2.627
H 1.898 0.720 2.010
C 3.122 3.622 0.593
H 4.101 3.587 1.065
H 2.495 4.310 1.156
H 3.244 4.014 -0.415
H 3.345 1.649 -1.333
H -1.329 2.713 -1.505
H -1.704 2.450 0.205
H -3.748 1.156 0.849
H -2.951 -0.263 0.165
H -5.692 0.801 -0.648
H -4.867 -0.561 -1.406
H -6.464 -1.449 0.141
H -4.857 -1.751 0.799
H -5.126 0.139 2.380
H -6.485 -0.969 2.534
H -6.683 0.546 1.654
```

Properties
- E_HOMO: -8.6 eV
- Total charge: 0
- Total energy: -909.731497 Eh
- Gap between HOMO and LUMO: 9.296 eV

[2]
C18H32F5N4O4P2S2Zn as an isolated structure. Source: the OMol25 dataset; level of theory: wB97M-V/def2-TZVPD.

```
68
C18H32F5N4O4P2S2Zn, DFT wB97M-V/def2-TZVPD
Zn -0.391 -0.390 -1.695
F 6.230 -2.197 -3.613
C 4.926 -1.950 -3.600
C 4.321 -1.435 -2.479
F 5.039 -1.184 -1.374
C 2.966 -1.176 -2.489
F 2.453 -0.678 -1.352
C 2.146 -1.397 -3.579
S 0.425 -1.048 -3.707
C 2.796 -1.932 -4.691
F 2.096 -2.196 -5.790
C 4.148 -2.204 -4.711
F 4.715 -2.710 -5.801
C 1.988 -3.082 0.915
N 1.286 -2.155 1.819
C 1.995 -1.854 3.065
P 0.110 -1.168 1.311
O -0.337 -1.534 -0.067
O 0.665 0.341 1.456
P 0.641 1.643 0.490
O -0.116 1.391 -0.777
N 2.212 1.942 0.268
C 2.596 2.810 -0.859
C 3.251 1.744 1.282
N -0.095 2.829 1.339
C 0.518 3.311 2.580
C -1.563 2.895 1.341
N -1.157 -1.116 2.351
C -1.136 -0.374 3.616
C -1.977 -2.342 2.396
H 2.019 -4.073 1.370
H 3.010 -2.745 0.742
H 1.468 -3.154 -0.035
H 2.145 -2.770 3.634
H 1.428 -1.153 3.681
H 2.974 -1.417 2.852
H 1.811 2.825 -1.612
H 3.503 2.411 -1.315
H 2.791 3.833 -0.527
H 2.878 1.137 2.104
H 3.605 2.700 1.674
H 4.098 1.224 0.831
H 1.603 3.250 2.526
H 0.177 2.737 3.448
H 0.247 4.355 2.732
H -1.950 2.525 0.395
H -1.871 3.934 1.456
H -1.991 2.310 2.164
H -0.402 0.429 3.579
H -0.899 -1.029 4.459
H -2.118 0.064 3.793
H -1.915 -2.878 1.450
H -3.020 -2.069 2.567
H -1.656 -3.007 3.203
O -2.353 -0.206 -1.978
S -3.323 0.949 -1.754
C -4.372 0.450 -0.346
C -5.697 -0.060 -0.911
C -5.947 0.753 -2.182
C -4.643 0.679 -2.965
H -4.500 1.333 0.283
H -3.790 -0.299 0.195
H -6.504 0.049 -0.187
H -5.610 -1.120 -1.162
H -6.174 1.791 -1.926
H -6.779 0.364 -2.766
H -4.550 1.414 -3.762
H -4.445 -0.320 -3.358
```

Properties
- E_HOMO: -10.1 eV
- Total charge: +1
- Total energy: -4982.834431 Eh
- Gap between HOMO and LUMO: 8.073 eV

[3]
C18H32MnN3OPSi as an isolated structure. Source: the OMol25 dataset; level of theory: wB97M-V/def2-TZVPD.

```
57
C18H32MnN3OPSi, DFT wB97M-V/def2-TZVPD
Mn -0.601 0.242 0.491
Si 1.652 0.572 -1.503
P -0.217 0.695 -2.866
N -0.812 -1.293 -0.321
H -0.312 2.145 1.262
C -2.026 0.555 -2.696
H -2.478 0.347 -3.679
H -2.447 1.486 -2.296
H -2.252 -0.264 -2.000
C -0.017 2.252 -3.788
H -0.660 2.218 -4.680
H 1.025 2.397 -4.102
H -0.320 3.105 -3.161
C 0.106 -0.643 -4.059
H -0.285 -0.346 -5.043
H -0.405 -1.556 -3.720
H 1.179 -0.852 -4.136
C 2.372 2.146 -0.768
H 1.978 2.360 0.233
H 2.209 3.005 -1.430
H 3.455 1.980 -0.675
H 1.586 -0.371 -0.344
H 2.704 0.006 -2.395
C -0.634 -2.584 -0.507
C -1.562 -4.849 -0.431
C -1.721 -3.488 -0.258
C 0.594 -3.138 -1.010
C 0.731 -4.507 -1.175
C -0.331 -5.370 -0.873
H -2.399 -5.516 -0.224
H -2.659 -3.036 0.066
H 1.400 -2.445 -1.260
H 1.679 -4.905 -1.546
H -0.209 -6.445 -0.991
C -1.169 2.682 0.651
O -1.643 1.648 -0.165
C -2.294 3.151 1.551
H -2.028 4.094 2.046
H -2.528 2.405 2.318
H -3.206 3.324 0.964
C -0.609 3.867 -0.119
H -1.245 4.133 -0.977
H 0.407 3.700 -0.476
H -0.566 4.727 0.563
N 1.993 -0.976 5.945
C 1.420 -0.728 4.745
C 1.812 -1.436 3.583
C 1.208 -1.141 2.374
N 0.261 -0.164 2.262
C -0.150 0.501 3.379
C 0.407 0.258 4.621
H 2.714 -1.675 6.053
H 1.714 -0.474 6.776
H 2.582 -2.209 3.630
H 1.466 -1.662 1.448
H -0.940 1.246 3.223
H 0.071 0.825 5.492
```

Properties
- E_HOMO (spin up / spin down): -5.2 / -4.7 eV
- Total charge: 0
- ⟨S²⟩: 4.121
- 2S+1: 4
- Total energy: -2726.278849 Eh
- Gap between HOMO and LUMO (spin up / spin down): 5.764 / 5.243 eV

[4]
C18H32MoN3OPSi as an isolated structure. Source: the OMol25 dataset; level of theory: wB97M-V/def2-TZVPD.

```
57
C18H32MoN3OPSi, DFT wB97M-V/def2-TZVPD
Mo 0.362 0.310 -0.220
Si 1.257 -0.287 -2.370
P 1.158 -2.006 0.801
N 1.449 1.398 0.561
H -1.062 -3.269 0.496
C 1.222 -2.555 2.570
H 2.033 -3.287 2.655
H 0.285 -3.007 2.899
H 1.459 -1.706 3.221
C 1.535 -3.505 -0.183
H 2.168 -4.143 0.437
H 2.076 -3.227 -1.092
H 0.641 -4.051 -0.474
C 2.872 -1.313 0.824
H 3.580 -2.105 1.120
H 2.999 -0.482 1.541
H 3.219 -0.933 -0.161
C 0.397 -1.548 -3.469
H -0.695 -1.375 -3.541
H 0.555 -2.586 -3.110
H 0.848 -1.439 -4.482
H 1.131 0.985 -3.131
H 2.673 -0.756 -2.360
C 2.272 2.468 0.819
C 2.953 4.219 2.289
C 2.167 3.120 2.045
C 3.177 2.855 -0.188
C 3.978 3.958 0.037
C 3.857 4.628 1.272
H 2.906 4.747 3.211
H 1.445 2.722 2.785
H 3.202 2.266 -1.105
H 4.672 4.272 -0.710
H 4.512 5.523 1.462
C -1.812 -2.772 -0.155
O -1.454 -1.958 -1.197
C -2.784 -2.046 0.796
H -3.373 -2.801 1.330
H -3.526 -1.312 0.356
H -2.177 -1.489 1.550
C -2.602 -4.040 -0.697
H -2.732 -4.667 0.173
H -1.998 -4.539 -1.438
H -3.579 -3.821 -1.114
N -4.709 3.618 -0.530
C -3.724 2.703 -0.370
C -3.448 1.771 -1.380
C -2.365 0.928 -1.255
N -1.524 1.045 -0.173
C -1.861 1.833 0.894
C -2.945 2.684 0.814
H -5.251 3.666 -1.377
H -4.907 4.316 0.176
H -4.050 1.726 -2.287
H -2.107 0.150 -1.973
H -1.214 1.754 1.779
H -3.164 3.359 1.629
```

Properties
- E_HOMO (spin up / spin down): -6.6 / -6.9 eV
- Total charge: 0
- ⟨S²⟩: 2.015
- 2S+1: 3
- Total energy: -1643.493474 Eh
- Gap between HOMO and LUMO (spin up / spin down): 6.551 / 6.652 eV

[5]
C18H32N3OPSiTi as an isolated structure. Source: the OMol25 dataset; level of theory: wB97M-V/def2-TZVPD.

```
57
C18H32N3OPSiTi, DFT wB97M-V/def2-TZVPD
Ti 0.121 0.292 -0.076
Si 0.420 -1.726 -1.572
P 0.633 1.506 -2.234
N -1.648 0.472 -0.352
H 1.496 1.796 0.683
C 0.945 3.306 -2.129
H 1.145 3.724 -3.125
H 1.802 3.475 -1.468
H 0.070 3.803 -1.691
C 2.082 0.962 -3.214
H 2.186 1.615 -4.091
H 1.963 -0.077 -3.542
H 2.989 1.033 -2.599
C -0.737 1.446 -3.445
H -0.466 2.002 -4.354
H -1.633 1.896 -2.995
H -0.971 0.406 -3.700
C 2.047 -2.666 -1.665
H 2.416 -2.894 -0.654
H 2.802 -2.091 -2.216
H 1.858 -3.614 -2.193
H -0.457 -2.679 -0.828
H -0.054 -1.685 -2.981
C -2.963 0.391 -0.551
C -5.222 1.227 -0.164
C -3.859 1.329 0.053
C -3.512 -0.650 -1.371
C -4.880 -0.724 -1.576
C -5.740 0.208 -0.978
H -5.887 1.950 0.305
H -3.417 2.110 0.676
H -2.810 -1.365 -1.814
H -5.279 -1.518 -2.208
H -6.814 0.140 -1.145
C 3.092 0.275 0.647
O 2.113 -0.310 0.095
C 3.036 0.940 1.959
H 4.015 1.410 2.146
H 2.860 0.207 2.772
H 2.265 1.734 2.037
C 4.469 -0.036 0.149
H 5.050 0.890 0.059
H 4.485 -0.568 -0.810
H 4.995 -0.658 0.886
N -0.710 -2.042 5.698
C -0.495 -1.573 4.443
C 0.311 -2.286 3.533
C 0.500 -1.781 2.256
N -0.057 -0.607 1.861
C -0.819 0.099 2.729
C -1.073 -0.351 4.024
H -0.299 -2.914 6.007
H -1.288 -1.544 6.355
H 0.779 -3.230 3.822
H 1.080 -2.322 1.501
H -1.234 1.040 2.353
H -1.703 0.230 4.691
```

Properties
- E_HOMO: -6.4 eV
- Total charge: 0
- Total energy: -2424.827344 Eh
- Gap between HOMO and LUMO: 6.461 eV

[6]
A 3-piece molecular cluster, C18H32N5O4 overall. Source: the OMol25 dataset; level of theory: wB97M-V/def2-TZVPD.

```
59
C18H32N5O4, DFT wB97M-V/def2-TZVPD
C 1.923 1.170 4.577
C 0.963 0.995 3.400
N 1.020 -0.309 2.727
C 2.211 -0.506 1.906
C 1.857 -0.407 0.412
C 1.365 0.950 0.034
C -0.024 1.081 -0.188
N -0.602 2.222 -0.496
N 0.197 3.258 -0.590
C 1.518 3.262 -0.432
C 2.181 2.072 -0.109
C 3.672 2.047 0.087
C 4.348 3.266 -0.495
O 5.057 3.986 0.128
C 0.738 -1.392 3.592
C -0.677 -1.481 4.092
O 1.562 -2.206 3.902
H 2.927 1.431 4.252
H 1.942 0.312 5.240
H 1.575 2.019 5.164
H -0.053 1.124 3.770
H 1.125 1.804 2.691
H 2.972 0.224 2.175
H 2.664 -1.478 2.065
H 1.049 -1.098 0.189
H 2.720 -0.669 -0.198
H -0.653 0.209 -0.092
H -0.263 4.135 -0.805
H 2.024 4.207 -0.548
H 4.081 1.176 -0.428
H 3.941 1.977 1.137
H 4.143 3.466 -1.563
H -0.623 -1.618 5.170
H -1.249 -0.581 3.900
H -1.155 -2.363 3.680
C -1.541 -3.827 -2.117
C -0.603 -3.407 -1.014
O -0.075 -2.295 -1.011
N -0.359 -4.291 -0.024
C -0.892 -5.635 0.131
H -1.631 -3.011 -2.825
H -1.155 -4.706 -2.635
H -2.528 -4.054 -1.715
H 0.277 -3.953 0.681
H -1.446 -5.711 1.066
H -0.078 -6.359 0.147
H -1.559 -5.879 -0.688
C -4.760 0.819 -4.403
C -3.741 0.968 -3.299
O -3.688 0.204 -2.350
N -2.857 2.001 -3.390
C -2.746 3.009 -4.429
H -5.381 -0.043 -4.183
H -5.394 1.704 -4.465
H -4.268 0.665 -5.364
H -2.219 2.030 -2.613
H -1.760 2.965 -4.896
H -2.884 4.006 -4.005
H -3.496 2.855 -5.195
```

Properties
- E_HOMO: -11.7 eV
- Total charge: +1
- Total energy: -1279.581133 Eh
- Gap between HOMO and LUMO: 7.165 eV

[7]
C18H33AlB2CaCl2CsF2N3O13PS as an isolated structure. Source: the OMol25 dataset; level of theory: wB97M-V/def2-TZVPD.

```
78
C18H33AlB2CaCl2CsF2N3O13PS, DFT wB97M-V/def2-TZVPD
O 2.191 -4.840 2.888
B 1.926 -3.416 2.562
O 3.068 -2.484 2.637
C 0.369 -3.016 2.174
C -0.079 -1.506 2.624
O -0.569 -0.544 1.622
B -0.940 0.627 2.485
O -1.919 -0.004 3.411
C -1.230 -1.288 3.772
P -2.596 -2.595 4.036
S -3.219 -2.516 5.918
H 1.312 -5.277 3.123
H 3.039 -2.122 3.592
H 0.291 -3.150 0.990
H -0.344 -3.812 2.667
H 0.935 -0.995 2.966
H -1.214 1.643 1.957
H -0.077 0.961 3.246
H -0.649 -1.275 4.788
H -3.793 -2.376 3.235
H -2.193 -3.959 3.812
Ca 2.607 -0.920 1.449
C 2.331 4.347 -1.855
C 3.218 3.172 -2.091
O 3.299 2.560 -0.824
C 2.120 2.860 -0.210
O 1.700 2.288 0.783
O 1.460 3.875 -0.846
F 4.459 3.570 -2.452
H 2.876 5.222 -1.484
H 1.774 4.634 -2.751
H 2.829 2.456 -2.822
C 3.422 -6.324 5.398
C 3.665 -5.847 6.821
N 3.867 -5.452 8.001
H 2.653 -7.102 5.392
H 3.088 -5.489 4.777
H 4.345 -6.733 4.979
O -1.805 -7.335 2.906
C -2.789 -6.888 2.339
O -2.985 -5.565 2.066
C -4.283 -5.392 1.499
C -4.656 -6.739 0.939
C -3.970 -7.692 1.886
H -4.968 -5.065 2.289
H -4.246 -4.623 0.722
H -5.736 -6.893 0.870
H -4.233 -6.853 -0.066
H -4.596 -7.926 2.752
H -3.654 -8.605 1.377
O 7.413 -2.351 3.961
Cl 7.264 -1.146 3.169
O 8.210 -0.147 3.627
O 5.914 -0.636 3.314
O 7.519 -1.450 1.774
C -2.994 5.214 -8.046
C -2.128 6.431 -7.786
N -1.606 6.524 -6.414
C -0.733 7.514 -5.979
C -0.508 7.292 -4.650
N -1.245 6.175 -4.304
C -1.892 5.712 -5.384
C -1.332 5.574 -2.979
H -3.868 5.204 -7.386
H -3.352 5.215 -9.080
H -2.431 4.289 -7.880
H -2.706 7.342 -7.978
H -1.270 6.423 -8.467
H -0.388 8.255 -6.679
H 0.082 7.793 -3.901
H -2.536 4.840 -5.403
H -0.950 4.551 -3.028
H -2.379 5.565 -2.663
H -0.742 6.150 -2.261
F 1.564 4.682 1.433
Cs 3.064 0.526 -1.871
Cl -1.136 4.694 -9.738
Al -2.936 4.172 -1.751
```

Properties
- E_HOMO: -13.9 eV
- Total charge: +3
- Total energy: -4695.810299 Eh
- Gap between HOMO and LUMO: 0.951 eV

[8]
C18H33As2N4OS10Si3Tc as an isolated structure. Source: the OMol25 dataset; level of theory: wB97M-V/def2-TZVPD.

```
72
C18H33As2N4OS10Si3Tc, DFT wB97M-V/def2-TZVPD
Tc -0.098 1.618 -0.181
N 1.920 1.659 2.922
C 0.624 1.961 2.985
N -0.269 1.805 2.012
C -1.550 2.133 2.473
C -1.638 2.520 3.750
S -0.080 2.506 4.478
C -2.638 2.053 1.504
C -3.926 2.357 1.699
S -4.791 2.237 0.220
C -3.342 1.761 -0.599
N -2.291 1.685 0.197
N -3.362 1.445 -1.907
H 2.342 1.611 1.996
H 2.556 2.008 3.619
H -2.515 2.823 4.307
H -4.418 2.644 2.619
H -4.155 1.742 -2.444
H -2.451 1.485 -2.373
S 6.666 3.734 -0.142
As 4.877 3.567 0.945
S 2.248 1.637 -0.250
S 3.126 3.446 -0.640
S 4.781 1.903 2.255
O 0.130 6.690 -4.888
C 0.065 5.806 -4.065
S 0.055 4.081 -4.468
C -0.078 3.492 -2.825
C -0.120 4.400 -1.838
S -0.310 4.013 -0.161
S -0.038 6.083 -2.320
S -0.188 1.769 -2.553
C -1.625 -1.570 -2.985
Si -1.558 -2.120 -1.205
C -3.135 -1.714 -0.296
C -1.542 -3.985 -1.269
As 0.167 -0.874 -0.149
Si 0.188 -1.948 1.967
C -1.180 -1.234 3.021
C -0.160 -3.785 1.863
C 1.811 -1.780 2.862
Si 2.139 -1.734 -1.222
C 2.312 -0.864 -2.851
C 1.881 -3.552 -1.599
C 3.658 -1.599 -0.167
H -2.645 -1.626 -3.387
H -0.972 -2.205 -3.601
H -1.274 -0.540 -3.093
H -4.015 -2.044 -0.865
H -3.226 -0.638 -0.121
H -3.148 -2.216 0.681
H -2.419 -4.299 -1.854
H -1.612 -4.441 -0.276
H -0.646 -4.382 -1.760
H -2.063 -0.983 2.416
H -0.850 -0.311 3.522
H -1.485 -1.950 3.798
H -1.234 -3.986 1.761
H 0.194 -4.277 2.780
H 0.353 -4.246 1.011
H 2.342 -0.867 2.581
H 2.465 -2.632 2.639
H 1.645 -1.750 3.947
H 1.374 -0.897 -3.418
H 3.111 -1.314 -3.456
H 2.557 0.191 -2.687
H 1.214 -3.680 -2.462
H 1.443 -4.084 -0.747
H 2.845 -4.025 -1.838
H 3.800 -0.579 0.206
H 4.542 -1.858 -0.767
H 3.613 -2.275 0.696
```

Properties
- E_HOMO (spin up / spin down): -3.9 / -4.3 eV
- Total charge: -1
- ⟨S²⟩: 0.773
- 2S+1: 2
- Total energy: -10403.011347 Eh
- Gap between HOMO and LUMO (spin up / spin down): 5.027 / 5.373 eV